# 1
{"formula": "C21H22MnN2O7P2S3", "method": "ωB97M-V/def2-TZVPD", "symbols": ["Mn", "S", "C", "N", "C", "C", "C", "C", "C", "C", "S", "H", "H", "H", "H", "N", "C", "C", "P", "O", "O", "O", "P", "O", "O", "O", "H", "H", "H", "H", "H", "H", "H", "H", "O", "S", "C", "C", "C", "C", "C", "C", "C", "C", "C", "C", "C", "C", "H", "H", "H", "H", "H", "H", "H", "H", "H", "H"], "coordinates": [[1.574467, 0.173108, 0.328466], [1.603204, -2.473024, 0.655436], [0.144884, -1.919353, 1.327539], [-0.362576, -0.742745, 1.022093], [-1.431360, -0.391039, 1.848657], [-2.083785, 0.837857, 1.852490], [-3.126519, 1.034514, 2.743267], [-3.525638, 0.024510, 3.620122], [-2.875893, -1.200336, 3.629132], [-1.826664, -1.393478, 2.738250], [-0.753906, -2.759405, 2.573272], [-1.742380, 1.627205, 1.193675], [-3.630993, 1.991755, 2.766727], [-4.339369, 0.203915, 4.313732], [-3.167198, -1.980743, 4.323735], [4.427425, 2.947190, 1.778706], [3.062622, 2.698846, 2.429866], [2.832491, 3.465636, 3.718559], [1.817048, 3.143936, 1.106267], [2.543204, 4.571581, 0.727034], [0.457862, 3.342049, 1.627022], [2.084344, 2.199249, -0.049992], [2.976388, 0.859244, 2.565341], [3.835154, 0.601695, 3.905337], [1.571602, 0.384071, 2.679427], [3.744413, 0.408765, 1.342959], [4.387132, 3.777306, 1.185717], [4.585412, 2.093623, 1.199748], [5.168793, 3.033292, 2.467097], [2.894941, 4.543329, 3.559808], [3.532326, 3.157754, 4.497303], [1.821076, 3.240314, 4.055903], [1.926569, 5.125707, 0.216884], [3.628628, -0.274595, 4.277792], [0.506200, 0.007496, -1.703468], [-0.951534, -0.361336, -1.820846], [-1.291799, -0.201348, -3.573548], [-0.263144, 0.039925, -4.464058], [-0.556260, 0.124019, -5.819163], [-1.864131, -0.023983, -6.260782], [-2.891572, -0.247414, -5.348639], [-2.608083, -0.330589, -3.995330], [-1.100282, -2.147260, -1.765505], [-0.124416, -2.932390, -2.354500], [-0.244978, -4.309762, -2.288499], [-1.322282, -4.884246, -1.620197], [-2.282165, -4.083135, -1.016747], [-2.170077, -2.699384, -1.084219], [0.747579, 0.163117, -4.089535], [0.237987, 0.307261, -6.531973], [-2.088286, 0.043669, -7.318557], [-3.912723, -0.353269, -5.693936], [-3.399094, -0.504420, -3.270027], [0.724495, -2.464773, -2.840872], [0.512024, -4.939749, -2.740679], [-1.406019, -5.963467, -1.557071], [-3.104309, -4.531390, -0.471010], [-2.900831, -2.059305, -0.598209]], "atomic_forces_ev_per_a": [[-0.4920, -0.6292, -0.4801], [0.1610, 0.1111, -0.1006], [-0.2156, 0.1436, 0.0578], [-0.1155, 0.3383, 0.4346], [0.1378, -0.1437, -0.3352], [-0.0173, 0.0379, -0.0257], [0.0689, -0.0060, -0.0877], [-0.0105, -0.0632, 0.0387], [-0.0123, -0.0175, -0.0156], [0.0738, -0.0871, 0.1034], [-0.0325, -0.0988, -0.0219], [-0.0115, 0.0064, 0.0393], [0.0039, -0.0012, -0.0004], [0.0467, -0.0177, -0.0498], [0.0172, 0.0613, -0.0535], [-0.3705, -0.1057, 0.0605], [-0.2182, -0.2222, -0.1978], [0.1739, 0.0539, -0.1230], [0.1013, 0.3159, -0.2883], [-0.4016, 0.0476, -0.2617], [0.0732, 0.0207, 0.1091], [-0.2326, -0.0340, 0.3698], [0.7003, -0.1963, 0.3084], [-0.2559, -0.2808, 0.0620], [0.0868, 0.3171, -0.1473], [-0.1062, -0.0364, 0.0781], [-0.0088, 0.1438, 0.0155], [-0.0398, -0.0197, 0.0353], [0.0779, -0.0096, 0.1203], [0.0061, 0.0014, 0.0004], [0.0136, 0.0247, -0.0125], [0.0172, -0.0106, -0.0112], [0.3251, -0.1652, 0.2544], [0.1128, 0.3658, -0.0939], [0.2769, -0.0528, 0.1183], [-0.0904, 0.0276, 0.0142], [-0.0653, 0.0302, 0.0645], [0.1394, 0.0239, 0.0159], [-0.0779, 0.0049, -0.0411], [-0.0099, 0.0069, 0.0286], [0.0234, 0.0173, -0.0390], [-0.0284, -0.0277, 0.0283], [0.1821, 0.1507, 0.0886], [0.0512, -0.0762, -0.0956], [-0.0047, -0.0600, 0.0144], [-0.0070, 0.0289, -0.0064], [0.0219, -0.0015, 0.0113], [-0.1285, 0.0109, 0.0445], [-0.1002, -0.0193, -0.0243], [-0.0117, -0.0002, 0.0241], [0.0089, -0.0079, 0.0431], [0.0395, 0.0089, 0.0113], [0.0709, 0.0103, -0.0914], [-0.0458, -0.0309, 0.0305], [-0.0417, 0.0365, 0.0341], [0.0168, 0.0730, -0.0089], [0.0413, 0.0312, -0.0513], [0.0824, -0.0291, 0.0048]], "lowdin_charge": [0.7949, 0.5780, -1.1632, -0.1136, -0.3200, -0.0139, -0.0860, -0.1022, -0.0975, -0.4719, 1.0167, 0.1058, 0.1004, 0.0981, 0.1042, 0.1834, -0.4849, -0.0695, 0.3160, -0.1719, -0.2675, -0.3614, 0.2808, -0.1262, -0.2838, -0.3520, 0.1334, 0.1284, 0.1619, 0.0855, 0.0781, 0.0955, 0.0926, 0.0986, -0.5619, 1.0388, -0.3724, -0.0691, -0.0710, -0.0816, -0.0762, -0.0808, -0.3973, -0.0899, -0.0699, -0.0702, -0.0713, -0.0904, 0.1105, 0.1058, 0.1032, 0.1057, 0.1142, 0.1183, 0.1090, 0.1054, 0.1080, 0.1163], "de_lowest_ev": 0.028, "orbital_gap_ev": [7.272, 7.324], "energy_ev": -121858.854, "multiplicity": 6, "homo_ev": [-7.102, -7.157], "s_squared": 8.753}

=====

# 2
{"formula": "C21H22N2O4", "method": "ωB97M-V/def2-TZVPD", "symbols": ["C", "H", "H", "H", "C", "O", "H", "C", "H", "H", "H", "C", "N", "C", "O", "C", "N", "C", "O", "C", "C", "C", "C", "C", "C", "C", "O", "H", "H", "H", "H", "C", "C", "C", "C", "C", "C", "C", "H", "H", "H", "H", "H", "H", "H", "H", "H", "H", "H"], "coordinates": [[-3.778286, -1.562478, 0.052632], [-2.724536, -1.508927, 0.309348], [-3.865298, -1.923663, -0.970714], [-4.265013, -2.269898, 0.720200], [-4.429054, -0.187479, 0.196456], [-5.827861, -0.264748, -0.030008], [-5.979627, -0.722289, -0.864325], [-4.248665, 0.342523, 1.618949], [-4.828199, -0.274474, 2.299745], [-4.613796, 1.364007, 1.691906], [-3.203484, 0.296747, 1.909733], [-3.839307, 0.804844, -0.838346], [-2.453843, 1.136721, -0.616593], [-1.463626, 0.607988, -1.353608], [-1.643105, -0.143592, -2.288590], [-0.028330, 1.044373, -0.992824], [0.733433, -0.163346, -0.750268], [1.940637, -0.449825, -1.378133], [2.473613, 0.249745, -2.198069], [2.375139, -1.745511, -0.803609], [3.493381, -2.510855, -1.056610], [3.635076, -3.701573, -0.349598], [2.685117, -4.103627, 0.576089], [1.557222, -3.329591, 0.832867], [1.418080, -2.150321, 0.132051], [0.361449, -1.113658, 0.180162], [-0.620666, -1.045147, 0.881248], [0.814139, -3.636879, 1.552212], [2.821970, -5.033439, 1.107711], [4.500004, -4.323337, -0.526211], [4.228030, -2.191515, -1.778964], [0.145935, 2.012122, 0.189899], [1.618873, 2.251457, 0.389106], [2.342946, 1.465540, 1.276255], [3.712881, 1.618439, 1.394666], [4.373349, 2.561813, 0.627467], [3.658012, 3.354118, -0.254086], [2.289663, 3.197068, -0.374804], [1.736127, 3.809927, -1.071696], [4.168947, 4.091231, -0.855268], [5.443173, 2.678407, 0.715645], [4.264271, 0.996176, 2.084541], [1.831258, 0.726754, 1.878936], [-0.363877, 2.950471, -0.035252], [-0.276259, 1.566370, 1.093269], [0.409672, 1.488324, -1.896768], [-2.240960, 1.649117, 0.222191], [-3.903738, 0.368536, -1.838925], [-4.434856, 1.723344, -0.809993]], "atomic_forces_ev_per_a": [[-0.1265, 0.2532, 0.0596], [0.0608, -0.0438, -0.0429], [-0.0149, -0.0474, -0.1257], [-0.0609, -0.0559, 0.0857], [0.5944, 0.0226, -0.0257], [-0.2557, 0.0686, -0.0404], [0.0138, -0.0032, 0.0149], [-0.2080, -0.1540, -0.4087], [-0.0168, -0.0682, 0.1058], [-0.0450, 0.1553, 0.0508], [0.1412, 0.0194, 0.0641], [-0.4109, -0.1480, 0.0324], [-0.2316, 0.2285, 0.2708], [0.3742, 0.2492, 0.0083], [0.0097, -0.2200, -0.1762], [-0.1542, -0.1175, 0.0458], [-0.3597, 0.3037, -0.1339], [0.1487, 0.1857, -0.2379], [0.0175, -0.1263, 0.0238], [-0.1020, -0.5355, 0.4323], [-0.1039, 0.1328, -0.0113], [0.0584, 0.0622, -0.0838], [-0.0946, -0.0123, 0.0763], [-0.0695, 0.1417, -0.0408], [0.5906, -0.2020, -0.2807], [-0.0109, 0.0389, 0.0287], [0.0770, -0.0311, 0.0814], [-0.0761, -0.0269, 0.0727], [0.0171, -0.0717, 0.0363], [0.0634, -0.0519, -0.0102], [0.0773, 0.0349, -0.0765], [0.1786, -0.0953, -0.1890], [-0.1053, 0.1388, 0.1183], [-0.0485, 0.0442, 0.0191], [0.0780, -0.0741, 0.0452], [0.1017, 0.0088, 0.0032], [0.0534, 0.0545, -0.0574], [-0.0374, -0.0253, 0.0810], [-0.0663, 0.0728, -0.0924], [0.0456, 0.0625, -0.0517], [0.0862, 0.0184, 0.0085], [0.0485, -0.0385, 0.0581], [-0.0696, -0.0530, 0.0711], [-0.0493, -0.0085, 0.0471], [-0.0712, 0.0604, -0.0192], [-0.1540, -0.0871, 0.1563], [0.1701, -0.0234, -0.0908], [-0.0586, 0.0794, 0.1008], [-0.0049, -0.1156, -0.0036]], "lowdin_charge": [-0.0140, 0.0561, 0.0899, 0.0904, -0.6031, -0.0196, 0.0979, -0.0178, 0.0898, 0.0863, 0.0772, -0.1110, 0.0982, -0.4474, 0.0840, -0.1414, 0.0762, -0.3411, 0.1488, -0.0663, 0.0124, -0.0597, -0.0610, 0.0101, -0.0668, -0.3436, 0.1180, 0.1220, 0.1064, 0.1066, 0.1233, -0.0871, -0.2317, -0.0444, -0.0750, -0.0871, -0.0752, -0.0387, 0.1175, 0.1038, 0.1010, 0.1036, 0.1169, 0.1282, 0.1176, 0.1664, 0.1223, 0.1290, 0.1324], "de_lowest_ev": 0.000, "orbital_gap_ev": 8.826, "energy_ev": -33306.419, "homo_ev": -9.262, "smiles": "CC(C)(O)CNC(=O)[C@@H](Cc1ccccc1)N1C(=O)c2ccccc2C1=O"}

=====

# 3
{"formula": "C21H22N2O5S", "method": "ωB97M-V/def2-TZVPD", "symbols": ["C", "C", "H", "H", "O", "C", "O", "C", "C", "N", "C", "O", "C", "N", "H", "C", "C", "C", "C", "C", "O", "H", "H", "H", "H", "H", "H", "H", "H", "S", "C", "C", "C", "C", "C", "C", "C", "C", "H", "H", "O", "C", "H", "H", "H", "H", "H", "H", "H", "H", "H"], "coordinates": [[-2.574998, -2.885371, -0.056150], [-1.157717, -2.626796, 0.419513], [-1.013321, -2.959126, 1.454085], [-0.423585, -3.146378, -0.207741], [-0.918717, -1.224777, 0.343995], [0.219197, -0.778515, 0.881196], [1.040366, -1.515346, 1.398471], [0.396058, 0.661780, 0.737994], [1.650544, 1.224637, 0.880437], [2.788892, 0.550557, 1.218900], [4.014697, 1.121645, 1.105355], [4.161313, 2.306524, 0.885434], [5.155546, 0.140585, 1.317984], [4.790870, -1.178742, 0.839124], [5.363115, -1.886485, 1.285185], [4.889231, -1.329143, -0.610720], [3.861958, -0.512406, -1.323707], [3.931538, 0.714723, -1.916866], [2.633911, 0.989872, -2.412909], [1.875159, -0.090005, -2.088289], [2.607724, -1.004205, -1.431460], [0.840542, -0.316211, -2.256040], [2.317954, 1.870383, -2.932647], [4.790772, 1.349473, -1.985627], [5.883185, -1.036263, -0.989023], [4.716347, -2.383863, -0.837282], [5.340976, 0.087234, 2.394576], [6.054806, 0.555352, 0.834847], [2.691495, -0.458786, 1.362498], [1.690074, 2.895138, 0.478954], [-0.004829, 2.851844, 0.130676], [-0.568397, 1.628194, 0.305784], [-1.997171, 1.357008, 0.114574], [-2.754601, 0.792221, 1.132237], [-4.103460, 0.537227, 0.963188], [-4.722535, 0.845869, -0.243091], [-3.968568, 1.425381, -1.264259], [-2.627163, 1.681662, -1.083874], [-2.050708, 2.124581, -1.882424], [-4.463187, 1.663949, -2.192645], [-6.038766, 0.628905, -0.525748], [-6.852562, 0.050897, 0.464262], [-7.845401, -0.024242, 0.023366], [-6.903062, 0.676967, 1.361168], [-6.503888, -0.950278, 0.739023], [-4.660292, 0.101743, 1.778629], [-2.284569, 0.554230, 2.075117], [-0.504492, 3.751643, -0.167856], [-2.787041, -3.950073, -0.020450], [-3.280741, -2.355015, 0.577392], [-2.696490, -2.528211, -1.075173]], "atomic_forces_ev_per_a": [[0.3571, 0.2596, 0.0934], [-0.0241, -0.6048, 0.1199], [0.0137, 0.0302, -0.1848], [-0.0674, 0.0669, 0.1372], [-0.0136, 0.1373, -0.1237], [0.2712, -0.0912, 0.1064], [-0.1462, -0.0866, -0.0494], [0.2564, 0.2241, 0.1452], [-0.2435, 0.2659, -0.0051], [-0.0569, -0.3197, 0.1458], [0.1463, -0.1833, 0.2115], [0.3618, 0.0588, 0.1059], [0.1318, 0.0376, -0.1409], [0.2635, -0.3109, 0.2756], [-0.1204, 0.0935, 0.0054], [-0.2302, 0.0122, -0.0925], [0.7561, 0.4973, -0.3983], [0.1097, -0.6808, 0.2142], [-0.4589, -0.3544, 0.0190], [-0.0563, 0.7876, -0.4552], [0.0165, -0.5009, 0.2594], [-0.1454, -0.1280, 0.0276], [-0.1582, 0.1641, -0.1061], [0.2506, 0.0856, 0.0464], [-0.1679, -0.0444, 0.0072], [0.1065, 0.0558, -0.0557], [0.0204, 0.0321, -0.0640], [-0.1658, 0.0405, 0.0712], [0.0944, 0.2575, -0.0539], [-0.6361, -0.0782, -0.0585], [0.2484, -0.1945, 0.0255], [0.2497, 0.1979, -0.0527], [-0.2581, 0.0925, 0.0472], [0.0321, 0.2109, -0.2087], [-0.3170, -0.0807, 0.0632], [0.1401, 0.0776, -0.1467], [-0.3178, -0.0824, 0.0631], [-0.0001, -0.0834, 0.1710], [0.0639, 0.0294, -0.0909], [-0.0597, 0.0302, -0.1159], [0.2320, 0.1336, -0.1888], [-0.1182, -0.0856, 0.1545], [0.0510, -0.0173, 0.0763], [0.0149, -0.0361, -0.0254], [-0.0015, 0.0418, 0.0068], [-0.0790, -0.0316, 0.0486], [0.0488, -0.0422, 0.0849], [-0.1692, 0.2142, -0.0270], [-0.0323, -0.1079, -0.0075], [-0.1207, 0.0136, 0.0411], [-0.0724, -0.0035, -0.1219]], "lowdin_charge": [-0.0549, -0.2115, 0.1278, 0.1297, -0.0076, -0.4386, 0.0945, -0.1171, -0.4328, 0.1202, -0.4881, -0.0055, -0.1186, -0.0611, 0.1164, -0.1317, -0.2864, -0.0232, -0.0554, -0.1158, 0.0498, 0.1291, 0.1059, 0.1194, 0.1278, 0.1301, 0.1350, 0.1306, 0.1288, 1.1315, -0.3246, -0.2366, -0.1947, -0.0234, -0.0218, -0.2769, 0.0011, -0.0169, 0.1173, 0.1168, -0.0864, -0.0927, 0.0925, 0.0951, 0.0927, 0.1038, 0.1275, 0.0750, 0.0768, 0.0663, 0.0808], "de_lowest_ev": 1.264, "orbital_gap_ev": 8.433, "energy_ev": -46187.078, "homo_ev": -7.727, "smiles": "CCOC(=O)c1c(-c2ccc(OC)cc2)csc1NC(=O)CNCc1ccco1"}